No. 1
11 unconnected molecules or ions with the total composition C40H79BrClNO17S, computed with the ωB97M-V functional and the def2-TZVPD basis.

Calculated values
E = -172449.6163 eV
structure (SMILES) = CCCCN[C@@]1(COCOCCO)OS(=O)(=O)O[C@]1(Cl)Br.CC(C)=O.CC(C)=O.CC(C)=O.CC(C)=O.CC(C)=O.CC(C)=O.CC(C)=O.CC(C)=O.CC(C)=O.CC(C)=O
charge = 0
Kohn-Sham gap = 9.0 eV

Geometry (Å):
C 6.16 0.77 -0.79
C 5.09 -0.42 -1.21
C 3.59 0.21 -1.02
C 2.95 0.93 -2.35
N 2.81 2.43 -2.27
C 1.64 2.88 -1.44
C 0.12 2.88 -2.06
O -0.23 1.70 -2.86
C -1.53 1.12 -2.51
O -1.48 -0.27 -2.02
C -0.58 -0.42 -0.87
C -1.04 0.37 0.49
O -1.80 -0.57 1.36
O 1.46 2.42 -0.06
S 2.31 3.40 1.07
O 1.29 3.87 2.14
O 3.53 2.78 1.81
O 2.95 4.56 -0.03
C 2.02 4.49 -1.20
Cl 2.91 5.37 -2.59
Br 0.58 5.75 -0.64
H 5.81 1.74 -1.36
H 7.23 0.39 -1.08
H 6.01 0.96 0.37
H 5.15 -1.36 -0.49
H 5.23 -0.81 -2.31
H 2.87 -0.69 -0.74
H 3.61 0.91 -0.07
H 3.73 0.72 -3.24
H 1.98 0.34 -2.64
H 3.69 2.76 -1.79
H 0.06 3.82 -2.79
H -0.61 3.12 -1.18
H -2.18 1.73 -1.76
H -2.16 1.08 -3.52
H 0.54 -0.16 -1.08
H -0.59 -1.59 -0.60
H -1.57 1.39 0.31
H -0.03 0.59 1.09
H -1.22 -1.40 1.50
C -2.84 -2.83 5.57
C -2.72 -2.03 4.30
C -3.25 -0.62 4.31
O -2.22 -2.51 3.29
H -2.42 -3.82 5.42
H -2.28 -2.33 6.37
H -3.89 -2.93 5.85
H -2.71 -0.03 5.06
H -4.32 -0.63 4.54
H -3.10 -0.17 3.33
C -3.96 -7.80 4.12
C -4.12 -6.37 4.53
C -5.31 -5.62 4.00
O -3.31 -5.82 5.29
H -3.06 -8.22 4.58
H -4.82 -8.39 4.45
H -3.85 -7.86 3.03
H -6.23 -6.10 4.32
H -5.26 -5.58 2.91
H -5.30 -4.59 4.38
C 9.92 -2.57 0.25
C 9.12 -1.38 0.71
C 9.21 -1.00 2.17
O 8.41 -0.74 -0.07
H 9.75 -2.72 -0.82
H 10.98 -2.38 0.41
H 9.60 -3.46 0.79
H 10.25 -0.75 2.41
H 8.86 -1.83 2.79
H 8.58 -0.13 2.36
C -9.30 -5.77 6.24
C -9.18 -4.98 4.97
C -9.71 -3.57 4.98
O -8.67 -5.46 3.96
H -8.88 -6.77 6.08
H -8.74 -5.28 7.04
H -10.35 -5.88 6.52
H -9.17 -2.98 5.72
H -10.78 -3.57 5.20
H -9.56 -3.12 4.00
C 4.46 8.21 -2.69
C 4.57 9.00 -3.96
C 4.05 10.41 -3.95
O 5.08 8.52 -4.98
H 4.88 7.21 -2.85
H 5.01 8.70 -1.89
H 3.40 8.10 -2.42
H 4.59 11.00 -3.21
H 2.98 10.41 -3.73
H 4.20 10.86 -4.94
C 0.50 4.35 -6.63
C -0.34 5.22 -5.74
C -0.76 6.57 -6.27
O -0.67 4.85 -4.61
H 0.73 3.42 -6.12
H -0.05 4.12 -7.55
H 1.44 4.86 -6.87
H -1.37 6.43 -7.17
H 0.12 7.17 -6.49
H -1.36 7.08 -5.51
C 7.25 6.15 -3.51
C 8.12 4.92 -3.60
C 9.25 4.93 -4.59
O 7.90 3.94 -2.89
H 6.48 6.00 -2.76
H 7.86 7.01 -3.22
H 6.77 6.34 -4.48
H 9.95 5.74 -4.35
H 8.86 5.07 -5.60
H 9.78 3.98 -4.54
C 9.57 -5.34 4.30
C 8.77 -4.15 4.77
C 8.87 -3.77 6.22
O 8.06 -3.51 3.99
H 9.40 -5.49 3.23
H 10.64 -5.15 4.47
H 9.25 -6.23 4.84
H 9.90 -3.52 6.47
H 8.52 -4.60 6.84
H 8.24 -2.89 6.41
C -9.59 -3.88 -0.37
C -8.56 -3.18 0.47
C -7.57 -4.03 1.21
O -8.53 -1.95 0.54
H -10.24 -3.14 -0.85
H -9.10 -4.47 -1.15
H -10.21 -4.53 0.26
H -6.99 -4.63 0.50
H -8.10 -4.68 1.91
H -6.89 -3.39 1.77
C -12.95 -3.72 -4.26
C -12.15 -3.06 -3.16
C -12.19 -1.55 -3.09
O -11.50 -3.72 -2.36
H -12.83 -4.80 -4.19
H -14.01 -3.47 -4.14
H -12.59 -3.39 -5.23
H -13.21 -1.21 -2.92
H -11.79 -1.13 -4.02
H -11.57 -1.22 -2.25

Atom charges from the Mulliken analysis, given in e for atoms 1 to 99: C -0.428; C -0.592; C 0.131; C -0.591; N -0.144; C 0.622; C -0.324; O -0.339; C -0.267; O -0.423; C 0.259; C -0.150; O -0.431; O 0.027; S 1.109; O -0.570; O -0.564; O -0.334; C -0.093; Cl -0.135; Br -0.024; H 0.030; H 0.328; H 0.164; H 0.227; H 0.287; H 0.227; H -0.144; H 0.417; H 0.142; H 0.391; H -0.037; H 0.320; H 0.292; H 0.225; H -0.342; H 0.340; H 0.149; H 0.097; H 0.265; C -1.151; C 0.935; C -0.950; O -0.560; H 0.242; H 0.436; H 0.254; H 0.306; H 0.318; H 0.174; C -1.189; C 0.664; C -0.649; O -0.565; H 0.321; H 0.334; H 0.334; H 0.249; H 0.298; H 0.175; C -1.074; C 0.716; C -0.672; O -0.522; H 0.299; H 0.343; H 0.240; H 0.346; H -0.006; H 0.267; C -1.210; C 0.884; C -1.066; O -0.535; H 0.307; H 0.318; H 0.372; H 0.324; H 0.354; H 0.214; C -0.246; C 0.837; C -1.149; O -0.561; H -0.516; H 0.423; H 0.358; H 0.316; H 0.313; H 0.318; C -1.033; C 0.811; C -1.142; O -0.552; H 0.196; H 0.370; H 0.320; H 0.347; H 0.329

No. 2
10 unconnected molecules or ions with the total composition C40H80O20, computed with the ωB97M-V functional and the def2-TZVPD basis.

Calculated values
E = -83725.9114 eV
structure (SMILES) = CCOC(C)=O.CCOC(C)=O.CCOC(C)=O.CCOC(C)=O.CCOC(C)=O.CCOC(C)=O.CCOC(C)=O.CCOC(C)=O.CCOC(C)=O.CCOC(C)=O
charge = 0
Kohn-Sham gap = 10.5 eV
relative energy (zero: lowest compared OMol25 entry of this formula, charge and spin) = 3.803 eV

Geometry (Å):
C -2.17 2.98 -1.85
C -2.65 2.34 -3.17
O -2.42 3.24 -4.24
C -2.97 2.96 -5.41
C -2.90 4.11 -6.46
O -3.57 1.94 -5.76
H -1.10 2.83 -1.73
H -2.70 2.73 -0.93
H -2.43 4.04 -1.87
H -2.07 1.44 -3.36
H -3.71 2.15 -3.04
H -2.56 5.04 -5.99
H -3.86 4.22 -6.95
H -2.09 3.75 -7.09
C 2.17 1.14 -6.93
C 0.82 1.54 -6.15
O 0.13 0.41 -5.72
C 0.06 0.05 -4.48
C -0.82 -1.15 -4.46
O 0.70 0.48 -3.48
H 2.91 0.84 -6.18
H 2.57 2.03 -7.42
H 2.00 0.45 -7.75
H 0.90 2.33 -5.40
H 0.28 2.04 -6.96
H -0.95 -1.53 -3.44
H -0.36 -1.89 -5.12
H -1.76 -0.73 -4.83
C 4.77 -2.82 2.66
C 4.14 -2.88 1.27
O 5.02 -2.48 0.23
C 5.86 -3.31 -0.35
C 6.74 -2.54 -1.29
O 6.03 -4.47 -0.13
H 5.46 -3.66 2.64
H 3.96 -3.08 3.34
H 5.29 -1.88 2.87
H 3.72 -3.87 1.12
H 3.28 -2.21 1.27
H 6.29 -1.59 -1.60
H 6.91 -3.05 -2.24
H 7.70 -2.21 -0.89
C 5.91 -3.78 -7.11
C 6.21 -2.87 -5.90
O 5.28 -3.10 -4.91
C 4.06 -2.45 -4.89
C 3.13 -2.84 -3.66
O 3.69 -1.54 -5.64
H 6.82 -3.98 -7.68
H 5.21 -3.30 -7.80
H 5.43 -4.68 -6.73
H 7.19 -3.05 -5.47
H 6.35 -1.82 -6.17
H 3.06 -1.99 -2.98
H 3.49 -3.74 -3.15
H 2.11 -3.16 -3.85
C -6.87 -1.31 3.74
C -6.51 -2.74 3.89
O -5.27 -3.05 3.29
C -5.11 -4.30 2.88
C -3.77 -4.51 2.18
O -5.82 -5.26 3.17
H -7.05 -1.04 2.70
H -6.10 -0.69 4.19
H -7.80 -1.12 4.27
H -6.54 -3.02 4.94
H -7.33 -3.15 3.30
H -3.82 -4.46 1.09
H -3.26 -5.46 2.37
H -3.07 -3.72 2.45
C 0.76 -1.19 -0.68
C 0.53 0.15 0.09
O -0.73 0.03 0.66
C -0.96 -0.59 1.82
C -2.42 -0.49 2.20
O -0.21 -1.20 2.53
H 1.58 -1.11 -1.40
H -0.02 -1.45 -1.39
H 0.87 -1.94 0.10
H 1.23 0.60 0.80
H 0.39 0.94 -0.65
H -2.99 -1.09 1.49
H -2.67 0.57 2.19
H -2.46 -0.89 3.21
C -2.17 2.64 8.44
C -2.53 1.56 7.34
O -2.79 2.20 6.09
C -3.82 1.79 5.29
C -3.95 2.57 4.07
O -4.53 0.77 5.51
H -2.99 3.35 8.57
H -1.27 3.22 8.21
H -2.02 2.15 9.40
H -1.79 0.77 7.26
H -3.41 1.05 7.76
H -4.83 2.35 3.47
H -3.02 2.50 3.52
H -4.15 3.61 4.33
C -5.94 -3.46 -2.65
C -5.64 -2.59 -1.40
O -4.45 -3.12 -0.78
C -3.27 -2.50 -1.05
C -2.10 -3.38 -0.70
O -3.07 -1.37 -1.42
H -5.73 -4.50 -2.38
H -5.19 -3.28 -3.41
H -6.99 -3.43 -2.95
H -5.69 -1.53 -1.65
H -6.43 -2.72 -0.66
H -1.63 -3.10 0.24
H -1.26 -3.24 -1.38
H -2.34 -4.43 -0.60
C 3.47 6.19 1.11
C 3.88 4.89 1.84
O 3.80 3.70 1.14
C 4.53 2.65 1.42
C 4.37 1.48 0.47
O 5.26 2.49 2.35
H 3.76 7.06 1.70
H 2.39 6.14 1.20
H 3.86 6.23 0.10
H 4.95 4.88 2.08
H 3.34 4.77 2.78
H 3.85 0.60 0.85
H 5.41 1.15 0.38
H 3.91 1.93 -0.42
C 0.00 3.83 2.57
C 0.30 2.85 3.75
O 1.36 3.17 4.55
C 1.69 2.37 5.53
C 2.91 2.89 6.27
O 1.23 1.29 5.83
H -0.64 3.36 1.83
H 0.88 4.04 1.96
H -0.39 4.81 2.84
H -0.56 2.87 4.43
H 0.47 1.86 3.33
H 3.68 2.13 6.13
H 2.80 2.71 7.34
H 3.33 3.84 5.95

Atom charges from the Mulliken analysis, given in e for atoms 1 to 99: C -1.247; C 0.413; O -0.308; C 0.720; C -0.910; O -0.579; H 0.208; H 0.354; H 0.460; H -0.351; H 0.396; H 0.288; H 0.328; H 0.196; C -1.196; C -0.166; O -0.285; C 0.851; C -0.791; O -0.527; H 0.258; H 0.446; H 0.297; H 0.383; H 0.164; H -0.219; H 0.409; H 0.427; C -1.223; C 0.042; O -0.194; C 0.718; C -0.980; O -0.564; H 0.355; H 0.393; H 0.288; H 0.341; H 0.017; H 0.261; H 0.257; H 0.310; C -1.123; C -0.292; O -0.304; C 0.487; C -0.658; O -0.568; H 0.365; H 0.273; H 0.312; H 0.355; H 0.353; H -0.028; H 0.394; H 0.423; C -0.969; C -0.171; O -0.155; C 0.593; C -0.454; O -0.600; H 0.280; H 0.108; H 0.421; H 0.255; H 0.302; H -0.103; H 0.431; H 0.104; C 0.253; C -0.136; O 0.185; C 0.412; C -0.342; O -0.611; H 0.148; H -0.997; H 0.588; H 0.176; H 0.031; H -0.317; H 0.049; H 0.364; C -1.139; C -0.309; O -0.278; C 0.901; C -0.812; O -0.640; H 0.309; H 0.261; H 0.391; H 0.322; H 0.355; H 0.322; H -0.090; H 0.394; C -1.221

No. 3
10 unconnected molecules or ions with the total composition C40H80O30, computed with the ωB97M-V functional and the def2-TZVPD basis.

Calculated values
E = -104203.8013 eV
structure (SMILES) = CCOC(=O)OC.CCOC(=O)OC.CCOC(=O)OC.CCOC(=O)OC.CCOC(=O)OC.CCOC(=O)OC.CCOC(=O)OC.CCOC(=O)OC.CCOC(=O)OC.CCOC(=O)OC
charge = 0
Kohn-Sham gap = 11.0 eV
relative energy (zero: lowest compared OMol25 entry of this formula, charge and spin) = 0.740 eV

Geometry (Å):
C -0.82 1.98 -2.57
C -0.25 2.27 -1.19
O -0.49 1.19 -0.32
C 0.09 1.26 0.87
O 0.71 2.20 1.29
O -0.19 0.14 1.52
C 0.14 0.13 2.92
H -0.32 1.07 -2.91
H -0.46 2.78 -3.21
H -1.89 1.83 -2.47
H -0.62 3.22 -0.80
H 0.80 2.55 -1.28
H -0.24 -0.76 3.40
H -0.30 1.03 3.34
H 1.23 0.16 2.99
C -7.17 -3.71 -5.69
C -6.47 -2.37 -5.80
O -5.23 -2.48 -5.11
C -4.52 -1.36 -5.00
O -4.80 -0.32 -5.54
O -3.48 -1.59 -4.21
C -2.68 -0.46 -3.91
H -6.68 -4.49 -6.28
H -8.19 -3.65 -6.06
H -7.24 -4.05 -4.66
H -7.09 -1.57 -5.39
H -6.29 -2.12 -6.85
H -2.18 -0.65 -2.96
H -3.29 0.42 -3.71
H -1.98 -0.18 -4.69
C -8.19 3.68 4.39
C -6.70 3.66 4.68
O -6.10 2.69 3.81
C -4.81 2.42 4.02
O -4.20 2.64 5.03
O -4.33 1.86 2.92
C -3.03 1.31 3.02
H -8.54 2.67 4.23
H -8.35 4.27 3.48
H -8.76 4.17 5.18
H -6.47 3.39 5.71
H -6.25 4.63 4.47
H -2.35 1.93 3.60
H -2.61 1.24 2.01
H -3.05 0.29 3.41
C -8.16 -1.07 2.12
C -7.07 -2.04 1.76
O -5.94 -1.83 2.60
C -4.89 -2.61 2.38
O -4.88 -3.57 1.66
O -3.86 -2.13 3.08
C -2.81 -3.03 3.43
H -8.87 -0.99 1.28
H -7.81 -0.03 2.19
H -8.75 -1.23 3.02
H -6.78 -1.92 0.72
H -7.45 -3.06 1.93
H -3.03 -4.04 3.10
H -2.75 -3.06 4.52
H -1.89 -2.67 2.97
C 3.62 -2.96 -0.15
C 2.51 -3.79 -0.76
O 1.39 -3.03 -1.20
C 0.35 -2.80 -0.40
O 0.31 -2.97 0.79
O -0.61 -2.33 -1.18
C -1.88 -1.99 -0.61
H 4.34 -3.63 0.31
H 3.20 -2.31 0.62
H 4.09 -2.33 -0.90
H 2.23 -4.61 -0.10
H 2.83 -4.30 -1.67
H -1.91 -0.95 -0.30
H -2.11 -2.63 0.24
H -2.61 -2.18 -1.39
C 3.45 2.03 -1.36
C 4.23 0.89 -0.78
O 5.26 1.44 0.06
C 6.35 0.71 0.23
O 6.50 -0.45 -0.05
O 7.28 1.49 0.79
C 8.53 0.85 1.02
H 2.97 2.66 -0.60
H 2.67 1.72 -2.05
H 4.14 2.66 -1.93
H 4.69 0.26 -1.55
H 3.58 0.23 -0.19
H 8.88 0.34 0.13
H 8.50 0.14 1.85
H 9.22 1.64 1.30
C 1.16 -0.96 -3.91
C 2.35 -1.21 -4.79
O 2.14 -0.57 -6.04
C 3.06 -0.77 -6.99
O 4.09 -1.37 -6.83
O 2.74 -0.21 -8.16
C 1.57 0.59 -8.33
H 1.17 0.07 -3.55
H 1.17 -1.59 -3.02
H 0.23 -1.25 -4.40
H 2.53 -2.29 -4.89
H 3.29 -0.88 -4.33
H 1.00 0.73 -7.42
H 0.93 0.09 -9.06
H 1.87 1.58 -8.66
C 5.51 -1.74 2.68
C 5.10 -2.62 3.83
O 3.95 -3.41 3.49
C 2.76 -2.87 3.76
O 2.58 -1.77 4.20
O 1.73 -3.70 3.55
C 1.88 -4.94 2.86
H 4.66 -1.24 2.22
H 5.88 -2.32 1.83
H 6.27 -1.01 2.95
H 4.92 -2.02 4.72
H 5.88 -3.35 4.05
H 2.92 -5.27 2.84
H 1.50 -4.94 1.85
H 1.33 -5.67 3.46
C 0.18 3.14 5.38
C 1.26 2.55 6.28
O 0.75 2.48 7.62
C 1.65 2.54 8.61
O 2.83 2.72 8.49
O 1.00 2.37 9.76
C 1.79 2.57 10.94
H -0.38 2.32 4.94
H 0.65 3.72 4.58
H -0.43 3.87 5.90
H 2.18 3.12 6.29
H 1.49 1.54 5.92
H 2.37 3.49 10.91
H 2.46 1.72 11.10
H 1.06 2.59 11.74
C 5.47 2.49 -6.62
C 4.28 2.20 -5.73
O 3.11 2.78 -6.33
C 1.99 2.78 -5.62
O 1.92 2.52 -4.44
O 0.99 3.07 -6.43
C -0.32 3.22 -5.85
H 6.36 2.19 -6.05
H 5.57 3.56 -6.82
H 5.45 1.89 -7.52
H 4.45 2.65 -4.75
H 4.14 1.13 -5.60
H -0.97 3.40 -6.70
H -0.34 4.13 -5.25
H -0.53 2.32 -5.28

Atom charges from the Mulliken analysis, given in e for atoms 1 to 99: C -0.139; C -0.503; O 0.069; C -0.084; O -0.590; O 0.735; C -0.558; H -0.468; H 0.314; H 0.384; H 0.392; H 0.013; H 0.168; H -0.061; H 0.252; C -1.196; C -0.188; O -0.312; C 0.585; O -0.571; O -0.224; C -0.261; H 0.304; H 0.382; H 0.311; H 0.313; H 0.280; H -0.135; H 0.488; H 0.189; C -1.132; C -0.246; O -0.273; C 0.653; O -0.571; O -0.307; C -0.465; H 0.271; H 0.293; H 0.371; H 0.322; H 0.303; H 0.376; H 0.098; H 0.258; C -1.183; C -0.174; O -0.254; C 0.796; O -0.584; O -0.259; C -0.619; H 0.382; H 0.257; H 0.317; H 0.296; H 0.282; H 0.441; H 0.294; H 0.001; C -0.244; C -0.708; O -0.284; C 0.873; O -0.612; O -0.210; C -1.038; H 0.393; H -0.222; H 0.312; H 0.241; H 0.393; H 0.262; H 0.470; H 0.346; C -0.522; C 0.268; O -0.367; C 0.957; O -0.569; O -0.370; C -0.641; H 0.282; H -0.307; H 0.370; H 0.359; H -0.168; H 0.305; H 0.247; H 0.261; C 0.901; C -0.693; O -0.162; C 0.661; O -0.579; O -0.367; C -0.421; H -0.717; H -0.274